The following is a DFT calculation (the ωB97M-V functional and the def2-TZVPD basis) of a molecular structure, C39H31N3O2Sn.

Properties
ΔE to the lowest compared entry with this formula, charge and spin: 0.0 kcal/mol
Electronic energy: -2033.272251 Ha

Geometry as ORCA input:
```
! RIJCOSX wB97M-V def2-TZVPD def2/J DEFGRID3
* xyz 2 1
Sn -0.19427 -0.29768 -0.74518
O -0.08521 1.61204 -0.61251
C -1.10176 2.32600 0.15540
C -1.65945 1.43109 1.31119
C -0.72178 0.50965 2.03149
C -0.40785 0.59355 3.37225
C 0.40105 -0.38269 3.93835
C 0.88559 -1.43342 3.17079
C 0.55858 -1.48920 1.83194
C 1.02118 -2.55730 0.87754
C 2.06032 -2.12109 -0.20015
O 1.47857 -1.09096 -1.09219
C 3.24396 -1.45249 0.49251
C 3.72380 -0.20917 0.10203
C 4.79680 0.36941 0.77119
C 5.40319 -0.28689 1.82889
C 4.93691 -1.53653 2.21723
C 3.86567 -2.11281 1.55503
C 2.39955 -3.30340 -1.08260
C 3.69618 -3.79104 -1.19450
C 3.96759 -4.88078 -2.01198
C 2.95098 -5.48917 -2.73215
C 1.65228 -5.00093 -2.63620
C 1.38224 -3.91916 -1.81940
N -0.23514 -0.52695 1.31493
C -0.35742 3.52209 0.72748
C 0.81202 3.30561 1.45681
C 1.50433 4.37242 2.00328
C 1.03764 5.66892 1.82435
C -0.11359 5.89037 1.08942
C -0.80966 4.82112 0.53767
C -2.23362 2.69699 -0.79223
C -3.53713 2.89404 -0.34033
C -4.55295 3.20895 -1.23304
C -4.27883 3.34236 -2.58759
C -2.97683 3.18289 -3.04171
C -1.95983 2.86724 -2.14880
H -2.47202 0.80839 0.91291
H -2.12849 2.08991 2.03955
H -0.79103 1.41449 3.96153
H 0.65305 -0.32551 4.98919
H 1.51415 -2.19943 3.60107
H 0.15932 -2.98100 0.34674
H 1.44736 -3.38459 1.44083
H 3.27733 0.31446 -0.73033
H 5.16453 1.33435 0.44873
H 6.24384 0.16216 2.33999
H 5.41520 -2.06844 3.02891
H 3.54090 -3.10359 1.85294
H 4.50823 -3.32144 -0.65762
H 4.98257 -5.24694 -2.08629
H 3.16556 -6.33442 -3.37184
H 0.85467 -5.46400 -3.20155
H 0.36063 -3.55128 -1.77486
H 1.21439 2.30541 1.56843
H 2.41464 4.19581 2.56066
H 1.57754 6.50323 2.25084
H -0.47417 6.89842 0.93666
H -1.70601 5.01239 -0.03669
H -3.77774 2.81934 0.71263
H -5.55826 3.36650 -0.86530
H -5.06969 3.60024 -3.27931
H -2.74497 3.32751 -4.08900
H -0.94091 2.78974 -2.50520
N -7.20414 -2.58280 -1.96915
C -6.10735 -2.27087 -1.84056
C -4.73910 -1.87628 -1.67139
C -4.23343 -0.77905 -2.36071
C -2.92018 -0.41542 -2.16076
N -2.12417 -1.09868 -1.31387
C -2.60636 -2.17432 -0.65104
C -3.90476 -2.58945 -0.80813
H -4.84971 -0.20594 -3.03866
H -2.49820 0.44594 -2.66268
H -1.93016 -2.69461 0.01261
H -4.26613 -3.45327 -0.26848
*
```